Entry from OMol25: C70H61N12O3SSb2Ti as an isolated structure at a distorted geometry (ωB97M-V/def2-TZVPD).

Computed properties:
**M**: 1441.79 g/mol
**<S²>**: 2.014
**Orbital gap (alpha / beta)**: 0.1987 / 0.2240 hartree
**Electronic energy**: -144622.69736 eV
**Highest occupied orbital energy (alpha / beta)**: -8.5 / -9.2 eV
**Spin multiplicity**: 3
**Total charge**: +1
**Energy above the lowest of the compared OMol25 structures with the same formula, charge and spin**: 0.0 kJ/mol

Positions of all 150 atoms, in Å:
Ti (0.85818, -1.29162, 0.03248)
C (3.02694, -3.98640, 0.80871)
O (2.44568, -2.72748, 1.19331)
C (3.40151, -1.87808, 1.77947)
C (4.50597, -2.37266, 2.44745)
C (5.50763, -1.50899, 2.87674)
C (5.39381, -0.16138, 2.58778)
C (4.25763, 0.32700, 1.95378)
C (3.20658, -0.51295, 1.59197)
N (1.97427, -0.05839, 1.07194)
N (1.90788, 1.37427, 0.97677)
C (1.75290, 1.88777, -0.33721)
C (1.09939, 1.25026, -1.36048)
O (0.67928, -0.04140, -1.21508)
C (0.83240, 1.88544, -2.59031)
C (1.26150, 3.15384, -2.82579)
C (2.05013, 3.81910, -1.85110)
C (2.60842, 5.09679, -2.10085)
C (3.44816, 5.68677, -1.20042)
C (3.76757, 5.01712, 0.00173)
C (3.20594, 3.80525, 0.29224)
C (2.31769, 3.17527, -0.61840)
H (4.03750, -3.82203, 0.44280)
H (3.04264, -4.66934, 1.65675)
H (2.43157, -4.40881, 0.01542)
H (4.61117, -3.43254, 2.62951)
H (6.37198, -1.90159, 3.39515)
H (6.18293, 0.52558, 2.86753)
H (4.16226, 1.38013, 1.73730)
H (0.26583, 1.33865, -3.33762)
H (1.04001, 3.64598, -3.76645)
H (2.36807, 5.59149, -3.03588)
H (3.87723, 6.65837, -1.40893)
H (4.45770, 5.46996, 0.70292)
H (3.45012, 3.30692, 1.22088)
C (4.18769, 0.29809, -4.37314)
N (3.77886, -0.63287, -3.32739)
C (3.60982, -0.40730, -2.03087)
N (3.17949, -1.49625, -1.41834)
C (3.15126, -2.40304, -2.43441)
N (3.48867, -1.93353, -3.61418)
C (3.02542, 0.87432, -5.15092)
C (3.12023, 2.17373, -5.63133)
C (2.07756, 2.73837, -6.35462)
C (0.91620, 2.01976, -6.58316)
C (0.81500, 0.72022, -6.09523)
C (1.87106, 0.14333, -5.39992)
C (-0.43365, -0.03023, -6.28514)
N (-1.48940, 0.29882, -6.93470)
N (-2.40758, -0.75152, -6.74320)
C (-1.81240, -1.60863, -6.00403)
O (-0.55127, -1.23264, -5.66628)
C (-2.31255, -2.86393, -5.43049)
C (-3.66644, -3.17941, -5.47786)
C (-4.12510, -4.32320, -4.84272)
C (-3.25100, -5.13800, -4.13051)
C (-1.89604, -4.83559, -4.09536)
C (-0.91086, -5.66325, -3.31418)
N (-0.42112, -4.93710, -2.12423)
C (0.12189, -3.73291, -2.05919)
N (0.44119, -3.44146, -0.81352)
C (0.06692, -4.56699, -0.13167)
N (-0.45410, -5.50124, -0.88636)
C (-1.43361, -3.71586, -4.77722)
H (4.87744, -0.23738, -5.02329)
H (4.73398, 1.10508, -3.88920)
H (3.80825, 0.54838, -1.56716)
H (2.90446, -3.44399, -2.29273)
H (4.01150, 2.75877, -5.43027)
H (2.16590, 3.75186, -6.72441)
H (0.08517, 2.45328, -7.12453)
H (1.78274, -0.86917, -5.03240)
H (-4.34979, -2.52167, -6.00078)
H (-5.17880, -4.56789, -4.87980)
H (-3.62766, -6.00691, -3.60313)
H (-0.05070, -5.91646, -3.93300)
H (-1.34038, -6.58142, -2.92668)
H (0.24973, -3.07434, -2.90315)
H (0.17754, -4.68355, 0.93615)
H (-0.37263, -3.49883, -4.81735)
C (0.95688, -0.69249, 4.70019)
C (1.39473, 0.67013, 5.21612)
C (2.10165, 1.50548, 4.17019)
Sb (0.66628, 2.18686, 2.51704)
C (0.94670, 4.16327, 3.31063)
C (1.50447, 5.29400, 2.71816)
C (1.57844, 6.49409, 3.41727)
C (1.08976, 6.58642, 4.71346)
C (0.52864, 5.46906, 5.31472)
C (0.46654, 4.26692, 4.62065)
C (-0.85430, 2.86420, 1.08709)
C (-1.06497, 4.20663, 0.79166)
C (-2.05209, 4.57504, -0.12212)
C (-2.84537, 3.61058, -0.72434)
C (-2.65141, 2.26966, -0.41260)
C (-1.65660, 1.90316, 0.48177)
Sb (-0.58244, -0.90885, 3.20393)
C (-1.83745, -2.08122, 4.54852)
C (-2.15791, -1.53731, 5.79341)
C (-3.07851, -2.15695, 6.62621)
C (-3.70151, -3.33676, 6.22734)
C (-3.38412, -3.89766, 5.00107)
C (-2.45641, -3.26928, 4.17137)
C (-2.26259, 0.47072, 3.26145)
C (-2.31102, 1.70228, 3.89820)
C (-3.43557, 2.51516, 3.81192)
C (-4.53396, 2.10063, 3.07378)
C (-4.51422, 0.85105, 2.46396)
C (-3.39189, 0.03923, 2.57070)
H (0.59237, -1.33822, 5.49565)
H (1.80614, -1.18094, 4.21458)
H (2.10960, 0.50074, 6.03146)
H (0.55473, 1.20773, 5.66813)
H (2.90095, 0.95878, 3.68257)
H (2.44923, 2.46812, 4.53354)
H (1.87433, 5.25743, 1.70165)
H (2.01633, 7.36245, 2.94041)
H (1.15007, 7.52251, 5.25455)
H (0.14227, 5.52878, 6.32502)
H (0.04676, 3.40482, 5.12932)
H (-0.48650, 4.98039, 1.27228)
H (-2.20512, 5.62307, -0.35098)
H (-3.61964, 3.90077, -1.42426)
H (-3.28880, 1.51365, -0.86082)
H (-1.51985, 0.85679, 0.72824)
H (-1.69619, -0.61066, 6.12155)
H (-3.31965, -1.71618, 7.58584)
H (-4.42711, -3.81455, 6.87338)
H (-3.85158, -4.82515, 4.69039)
H (-2.21116, -3.73798, 3.22132)
H (-1.47126, 2.05192, 4.48738)
H (-3.44483, 3.47420, 4.31622)
H (-5.40291, 2.73990, 2.98318)
H (-5.37645, 0.50603, 1.90453)
H (-3.41880, -0.94442, 2.11568)
N (-5.99543, -3.61802, -0.61436)
C (-5.41696, -2.64042, -1.33065)
S (-6.16763, -1.87496, -2.55631)
C (-3.98115, -2.31277, -0.92651)
C (-3.34455, -2.90675, 0.15163)
C (-2.07295, -2.49080, 0.50714)
N (-1.37711, -1.56000, -0.14630)
C (-1.98180, -1.03166, -1.21897)
C (-3.26531, -1.36488, -1.62563)
H (-6.97386, -3.78493, -0.79178)
H (-5.64149, -3.90823, 0.27932)
H (-3.79381, -3.68475, 0.75278)
H (-1.60002, -2.92433, 1.37681)
H (-1.41509, -0.28780, -1.75957)
H (-3.70893, -0.87353, -2.48234)

Forces on atoms 1 to 2 (eV/Å):
0.8 -1.7 0.8
-0.1 0.1 0.0

Atom charges from the Mulliken analysis, given in e for atoms 1 to 2: atom 1 (Ti): 1.3813, atom 2 (C): -1.4568